Formula: C20H34N4O3
Source: the Open Molecules 2025 dataset
Level of theory: wB97M-V/def2-TZVPD

As for the total energy: -33395.18438 eV. The HOMO-LUMO gap comes out at 9.0 eV. The calculation puts the maximum force at 0.5 eV/A.

The geometry in ORCA input format:
```
! wB97M-V def2-TZVPD RIJCOSX def2/J DEFGRID3
* xyz 0 1
C -1.18696 -2.04909 -1.82235
C 0.11231 -1.90294 -1.04415
N -0.07506 -1.29723 0.26967
C -0.61061 -2.12868 1.33761
C 0.43841 -2.67557 2.33946
C 1.88865 -2.45752 1.91640
N 0.21644 -2.03750 3.62738
C 0.32292 -2.70879 4.80359
O 0.55770 -3.90826 4.85701
C 0.12685 -1.89834 6.02451
C 0.34373 -2.37343 7.34387
C 0.04056 -1.34823 8.19561
N -0.36042 -0.26870 7.45078
C -0.69207 1.03644 7.97826
C -0.30514 -0.59429 6.13133
C 0.26267 -0.03567 0.60929
O 0.17946 0.36342 1.76766
C 0.78312 0.90193 -0.46786
O -0.08963 0.92262 -1.57016
C 0.38484 1.74895 -2.61700
C -0.59295 1.65427 -3.78018
C -1.96564 2.14259 -3.33732
N -0.08952 2.42902 -4.90708
C -1.00724 2.46970 -6.04420
C -0.16349 3.03740 -7.18413
C 1.28376 2.64441 -6.81876
C 1.15079 1.91038 -5.48328
H -0.99869 -2.53940 -2.77890
H -1.90967 -2.65447 -1.27350
H -1.62216 -1.06912 -2.00945
H 0.57152 -2.88264 -0.88862
H 0.82330 -1.30701 -1.61134
H -1.35917 -1.56035 1.88595
H -1.11786 -2.96418 0.85486
H 0.26436 -3.73795 2.49902
H 2.10391 -2.90501 0.94345
H 2.12271 -1.39412 1.87610
H 2.54007 -2.92489 2.65433
H 0.17574 -1.02973 3.61164
H 0.67322 -3.36415 7.60521
H 0.06789 -1.29006 9.27105
H -1.41411 1.52163 7.32454
H -1.13927 0.92629 8.96408
H 0.19382 1.66784 8.05909
H -0.59729 0.12261 5.37995
H 0.86798 1.88862 -0.00610
H 1.79134 0.58086 -0.77247
H 0.46010 2.79197 -2.28232
H 1.38505 1.41233 -2.91240
H -0.66825 0.58636 -4.06246
H -2.24863 1.65342 -2.40683
H -1.93900 3.22170 -3.17069
H -2.73113 1.92457 -4.08047
H -1.35834 1.45250 -6.29510
H -1.88052 3.08097 -5.82433
H -0.47676 2.63802 -8.14781
H -0.26720 4.12072 -7.22815
H 1.75074 2.01252 -7.57313
H 1.90577 3.53106 -6.70435
H 2.00306 2.09190 -4.83028
H 1.07393 0.82028 -5.64651
*
```

Formula: CH3IN2
Source: the Open Molecules 2025 dataset
Level of theory: wB97M-V/def2-TZVPD

As for the total energy: -12161.65152 eV. The HOMO-LUMO gap (alpha / beta) comes out at 7.5 / 8.3 eV. The calculation puts the maximum force at 1.9 eV/A.

The geometry in ORCA input format:
```
! wB97M-V def2-TZVPD RIJCOSX def2/J DEFGRID3
* xyz 0 1
C 0.53592 0.14327 -1.39363
N -0.82934 -0.37319 1.57501
N -0.30945 -1.36415 1.29885
I 0.13465 1.57832 -0.03405
H 1.57201 0.08312 -1.51719
H 0.18428 0.08194 -2.43770
H -1.28808 -0.14930 2.50870
*
```

Formula: C19H23N6PSr
Source: the Open Molecules 2025 dataset
Level of theory: wB97M-V/def2-TZVPD

As for the total energy: -39129.08456 eV. The HOMO-LUMO gap comes out at 8.9 eV. The calculation puts the maximum force at 3.4 eV/A.

The geometry in ORCA input format:
```
! wB97M-V def2-TZVPD RIJCOSX def2/J DEFGRID3
* xyz 2 1
Sr 1.12073 -0.88102 -0.42250
C -3.21754 0.10948 3.44081
N -2.01311 -0.62999 3.01870
C -1.41382 -1.65068 3.74785
C -0.34346 -2.12033 2.97789
N -0.15374 -1.22744 1.90165
C -1.19843 -0.36516 1.92242
P -1.29841 1.19799 0.94791
C 0.07636 2.27999 0.54828
N 1.19133 1.95951 -0.07156
C 1.97467 3.10064 -0.02096
C 1.30632 4.13849 0.56763
N 0.07256 3.58384 0.98610
C -1.10290 4.26358 1.63601
C -1.86065 0.39446 -0.61682
N -1.08909 -0.33137 -1.50604
C -1.98631 -0.55762 -2.58327
C -3.20501 0.03848 -2.38018
N -3.10777 0.64345 -1.08751
C -4.16750 1.27181 -0.29530
H -3.34591 1.05455 2.84915
H -3.16734 0.36633 4.51406
H -4.07082 -0.55860 3.23903
H -1.79926 -1.98926 4.75181
H 0.34596 -2.93112 3.20560
H 2.98740 3.10179 -0.38435
H 1.60954 5.20104 0.72609
H -1.14598 4.06829 2.68576
H -2.04275 3.88438 1.24841
H -1.01037 5.31270 1.38452
H -1.56523 -0.91512 -3.50296
H -4.01879 0.17438 -3.03904
H -4.01808 2.35900 -0.22934
H -4.26565 0.80495 0.70594
H -5.07196 1.12663 -0.95457
C 5.23779 -1.13387 -1.83972
C 4.04255 -2.03072 -1.97458
C 3.90624 -3.26940 -1.28713
C 2.74962 -4.06918 -1.38625
C 1.66848 -3.58646 -2.19424
C 1.78629 -2.39811 -2.88675
C 2.94029 -1.62643 -2.70921
H 5.41811 -0.70019 -2.83673
H 6.10108 -1.73395 -1.56841
H 5.15304 -0.38184 -1.04882
H 4.71674 -3.49937 -0.54347
H 2.56101 -4.93969 -0.73831
H 0.75234 -4.19266 -2.22479
H 0.99619 -2.06579 -3.55814
H 2.96529 -0.65038 -3.11465
*
```

Formula: C4H11N3O2
Source: the Open Molecules 2025 dataset
Level of theory: wB97M-V/def2-TZVPD

As for the total energy: -12892.05531 eV. The HOMO-LUMO gap comes out at 9.8 eV. The calculation puts the maximum force at 1.4 eV/A.

The geometry in ORCA input format:
```
! wB97M-V def2-TZVPD RIJCOSX def2/J DEFGRID3
* xyz 0 1
C 2.00509 1.51586 0.31271
C -0.40567 1.77318 0.71636
N -0.40446 0.77391 1.50036
N 0.72099 2.11228 -0.00525
N -1.42513 2.69075 0.61722
H 0.81520 -1.14331 0.36082
H -1.24541 0.71663 2.05909
H 0.64607 2.43638 -0.95132
H -2.25828 2.61602 1.17403
H -1.46867 3.33340 -0.15439
H 2.69768 1.78348 -0.49652
H 1.93633 0.44192 0.22977
H 2.44651 1.90277 1.23037
C -0.73001 -3.61710 -1.07205
C -0.47722 -2.15745 -0.81217
O 0.62713 -1.98406 -0.08319
O -1.14356 -1.27071 -1.27856
H -0.45970 -3.84500 -2.10037
H -1.75659 -3.85904 -0.84543
H -0.12033 -4.21991 -0.40146
*
```

Formula: C22H15F3N2O3S
Source: the Open Molecules 2025 dataset
Level of theory: wB97M-V/def2-TZVPD

As for the total energy: -51164.89301 eV. The HOMO-LUMO gap comes out at 7.6 eV. The calculation puts the maximum force at 4.7 eV/A.

The geometry in ORCA input format:
```
! wB97M-V def2-TZVPD RIJCOSX def2/J DEFGRID3
* xyz 0 1
C -4.94208 -1.15902 1.85264
C -4.64814 0.20816 1.99603
C -3.46152 0.73253 1.48565
C -2.52170 -0.12629 0.88631
C -1.17479 0.40558 0.55160
C -0.25573 -0.55452 -0.19624
N 0.43302 -1.34885 0.81454
C 0.71370 -0.99622 2.08994
C 1.45083 -1.84820 2.89805
C 1.84891 -3.10594 2.40978
C 1.61637 -3.43490 1.11199
C 1.15509 -2.41344 0.16984
O -0.79456 1.48296 0.99037
C -2.81732 -1.49031 0.75690
C -4.01021 -2.01438 1.25671
H -5.89428 -1.55558 2.20105
H -5.34050 0.86889 2.51516
H -3.22668 1.79510 1.56520
H -0.82252 -1.01037 -1.02847
H 0.31336 -0.04841 2.45324
H 1.65684 -1.53611 3.91551
H 2.33356 -3.81427 3.08245
H 1.76853 -4.42033 0.68650
H 1.95177 -2.05758 -0.50730
H -2.06840 -2.12463 0.27512
H -4.18280 -3.08976 1.17847
F -1.13300 -2.19395 -3.15012
C 0.03510 -2.67019 -2.62284
F 0.34951 -3.82555 -3.24891
F 1.01866 -1.77046 -2.85581
S -0.27022 -2.95890 -0.87089
N -0.36172 1.91406 -1.98811
C -0.00890 3.22227 -2.40652
O -0.71224 4.00863 -3.01799
C 1.40356 3.46012 -1.94724
C 1.83493 2.29483 -1.34769
C 3.09885 2.14759 -0.77631
C 3.94477 3.26342 -0.80526
C 3.52167 4.45857 -1.42423
C 2.24763 4.56257 -2.01069
C 0.69333 1.38443 -1.41889
O 0.82953 0.16294 -0.88966
H 3.38099 1.19195 -0.33479
H 4.93248 3.21250 -0.34840
H 4.20081 5.31217 -1.44542
H 1.91351 5.47889 -2.50128
*
```

Formula: C29H31ClN4OPPdS
Source: the Open Molecules 2025 dataset
Level of theory: wB97M-V/def2-TZVPD

As for the total energy: -74683.33661 eV. The HOMO-LUMO gap comes out at 4.9 eV. The calculation puts the maximum force at 0.7 eV/A.

The geometry in ORCA input format:
```
! wB97M-V def2-TZVPD RIJCOSX def2/J DEFGRID3
* xyz 3 1
Pd -0.27993 -0.36936 -0.74527
C -0.00943 -1.81494 5.59522
C 0.72225 -0.82133 4.70841
N -0.13669 -0.39139 3.57969
C -0.12239 -0.77618 2.33143
S -1.36245 -0.40506 1.24068
N 0.95981 -1.67059 2.02827
N 1.16815 -1.89471 0.82275
C 2.17202 -2.88547 0.63630
C 2.07433 -4.10747 1.45346
C 3.16669 -2.60271 -0.31110
C 4.20820 -3.52164 -0.57542
C 5.24897 -3.13258 -1.40325
C 5.20761 -1.86082 -1.93551
C 4.11405 -1.00480 -1.63827
N 3.12438 -1.35237 -0.86494
H 0.63316 -2.08248 6.43263
H -0.92531 -1.38871 6.00418
H -0.26008 -2.72428 5.04840
H 0.96987 0.08850 5.25379
H 1.63951 -1.23173 4.30209
H -0.89588 0.23742 3.82327
H 1.04469 -4.32795 1.72469
H 2.52169 -4.97336 0.97573
H 2.62014 -3.91170 2.38767
H 4.21847 -4.50726 -0.13343
H 6.06751 -3.80552 -1.61891
H 5.99650 -1.50749 -2.58771
H 4.08786 -0.01145 -2.07199
Cl 0.67952 2.39906 0.03116
C -0.89257 3.15774 -0.04534
C -0.98534 4.43657 0.47770
C -2.18676 5.12370 0.40343
C -3.29237 4.54426 -0.20328
C -3.19814 3.26453 -0.71768
C -2.00063 2.54074 -0.62863
P -2.01186 0.94004 -1.44537
C -3.46776 -0.01975 -1.04828
C -4.37829 0.36965 -0.06564
C -5.44966 -0.45686 0.24090
C -5.60575 -1.66848 -0.41544
C -4.68520 -2.07211 -1.37806
C -3.61503 -1.25595 -1.69148
C -1.91566 1.28098 -3.19947
C -2.85987 0.82528 -4.11858
C -2.75856 1.20761 -5.44951
C -1.72943 2.03972 -5.86200
C -0.79606 2.51433 -4.94251
C -0.88889 2.14128 -3.61578
H -0.11456 4.89503 0.92563
H -2.25206 6.12411 0.80970
H -4.22262 5.08951 -0.28151
H -4.05825 2.82458 -1.20967
H -4.26254 1.31308 0.45375
H -6.16701 -0.14894 0.98931
H -6.44790 -2.30470 -0.17820
H -4.80976 -3.02005 -1.88351
H -2.89466 -1.57761 -2.43547
H -3.68605 0.20183 -3.80667
H -3.49801 0.86543 -6.16071
H -1.66356 2.34079 -6.89908
H -0.01537 3.19114 -5.26311
H -0.18314 2.54058 -2.89542
C 0.31832 -1.14504 -3.84291
O 0.63649 -0.38765 -2.64973
H -0.72466 -1.44013 -3.77359
H 0.95511 -2.02591 -3.88979
H 0.45277 -0.52032 -4.72243
H 1.24540 0.33476 -2.82920
*
```

Formula: C10H16O
Source: the Open Molecules 2025 dataset
Level of theory: wB97M-V/def2-TZVPD

As for the expectation value of S²: 0.768. As for the total energy: -12666.67661 eV. The HOMO-LUMO gap (alpha / beta) comes out at 9.5 / 5.9 eV. The calculation puts the maximum force at 5.7 eV/A.

The geometry in ORCA input format:
```
! wB97M-V def2-TZVPD RIJCOSX def2/J DEFGRID3
* xyz 1 2
C -1.24658 1.24083 -2.12218
C 0.20951 0.70442 -2.04354
C -1.52969 2.24583 -0.89750
H -1.16354 1.79171 -3.11954
H -2.02926 0.44814 -1.89801
H 0.90053 1.52231 -2.00273
H -1.28205 1.62377 -0.14032
H -0.90238 2.98248 -1.11402
H 0.18191 0.12340 -3.09816
H 0.36288 0.15477 -1.15345
H -2.54926 2.58186 -0.86288
C -1.27109 -0.04284 2.58377
C 2.19095 -0.54032 1.01529
C 2.00001 -1.53334 0.13979
C 1.10825 0.10024 1.66200
C -0.15989 -0.52827 1.71187
C 0.70994 -2.24765 0.10898
C -0.36540 -1.67264 0.83464
O 2.93583 -1.86673 -0.76900
H 3.14427 -0.05199 1.18060
H 1.16166 0.95980 2.39749
H 0.75239 -3.14012 -0.41773
H 2.77149 -2.66788 -1.33234
H -1.11391 0.89936 3.05829
H -1.35669 -0.84705 3.41025
H -1.31132 -2.27229 0.94907
H -2.14856 0.03222 1.91934
*
```

Formula: C40H36AuN4S5
Source: the Open Molecules 2025 dataset
Level of theory: wB97M-V/def2-TZVPD

As for the expectation value of S²: 2.015. As for the total energy: -105880.39586 eV. The HOMO-LUMO gap (alpha / beta) comes out at 6.5 / 7.3 eV. The calculation puts the maximum force at 0.3 eV/A.

The geometry in ORCA input format:
```
! wB97M-V def2-TZVPD RIJCOSX def2/J DEFGRID3
* xyz 1 3
Au 0.39805 -0.59026 -0.19137
N 1.10745 0.88496 1.20701
S 1.27978 2.28723 1.50385
N 1.27879 3.39588 0.27443
S 0.04788 4.16421 -0.24323
N -1.33725 3.52968 -0.42788
S -1.72114 2.13198 -1.23287
N -1.13192 0.85663 -0.89994
C -3.47871 2.22413 -0.94702
C -4.16240 3.41323 -0.73157
C -5.53102 3.36944 -0.52208
C -6.19819 2.14973 -0.52559
C -5.50172 0.96980 -0.73727
C -4.13092 1.00145 -0.95137
C -1.52393 2.61607 -2.94509
C -2.47772 3.33095 -3.65268
C -2.22914 3.64995 -4.98025
C -1.03836 3.26747 -5.57857
C -0.09307 2.54800 -4.85936
C -0.33796 2.20634 -3.53899
C 0.67437 4.89355 -1.73380
C 1.97150 4.65112 -2.15686
C 2.39918 5.23379 -3.34217
C 1.53702 6.03238 -4.07668
C 0.23886 6.26281 -3.63703
C -0.20192 5.69462 -2.45562
C -0.32476 5.56221 0.78968
C 0.70034 6.47606 1.00390
C 0.47093 7.55058 1.84427
C -0.76757 7.69954 2.45738
C -1.77882 6.77936 2.23204
C -1.56464 5.69534 1.39104
C 2.86700 2.68599 2.20912
C 3.47653 3.92492 2.07229
C 4.70655 4.13769 2.67416
C 5.31265 3.11817 3.39766
C 4.69604 1.88194 3.51889
C 3.46424 1.65803 2.92238
C 0.09176 2.92933 2.68055
C 0.38010 3.94442 3.58163
C -0.61044 4.35989 4.45826
C -1.86619 3.76899 4.42311
C -2.13882 2.75248 3.51870
C -1.15352 2.31768 2.64561
H -3.63100 4.35533 -0.72404
H -6.07827 4.28685 -0.35278
H -7.26658 2.12190 -0.35877
H -6.02247 0.02212 -0.73316
H -3.55879 0.09575 -1.10562
H -3.41038 3.62156 -3.19080
H -2.97322 4.19204 -5.54814
H -0.85168 3.51780 -6.61441
H 0.82860 2.23660 -5.33181
H 0.36957 1.61260 -2.97225
H 2.61868 4.01267 -1.57419
H 3.40761 5.05815 -3.69060
H 1.87634 6.47984 -5.00123
H -0.43051 6.88295 -4.21719
H -1.21115 5.86156 -2.10203
H 1.65570 6.35725 0.50828
H 1.25422 8.27588 2.01635
H -0.94266 8.54173 3.11306
H -2.73871 6.89666 2.71624
H -2.33117 4.95329 1.22140
H 3.00158 4.70432 1.49400
H 5.19601 5.09674 2.57279
H 6.27419 3.28801 3.86274
H 5.17553 1.08712 4.07342
H 2.96977 0.69772 2.98567
H 1.36096 4.39843 3.61367
H -0.39741 5.14198 5.17429
H -2.63172 4.09322 5.11560
H -3.11358 2.28387 3.50298
H -1.33020 1.50894 1.94680
C 1.77977 -4.99803 0.48470
C 1.21636 -3.68956 -0.00263
S 1.51835 -2.34866 0.97160
C 0.49783 -3.62389 -1.20084
C 0.31264 -4.84013 -2.06715
S -0.20533 -2.20671 -1.79265
H 2.27115 -4.86827 1.44549
H 2.51247 -5.38971 -0.22397
H 0.99508 -5.74702 0.59916
H 0.47271 -5.76752 -1.52466
H 1.02096 -4.81008 -2.89823
H -0.68831 -4.85518 -2.49538
*
```

Formula: C30H35CrN8O4
Source: the Open Molecules 2025 dataset
Level of theory: wB97M-V/def2-TZVPD

As for the expectation value of S²: 6.035. As for the total energy: -80205.92232 eV. The HOMO-LUMO gap (alpha / beta) comes out at 5.9 / 6.1 eV. The calculation puts the maximum force at 2.6 eV/A.

The geometry in ORCA input format:
```
! wB97M-V def2-TZVPD RIJCOSX def2/J DEFGRID3
* xyz 1 5
Cr 0.05777 -0.80138 1.40476
C 1.88469 7.55497 -0.64611
O 2.35979 6.38989 -0.01202
C 2.93430 5.43027 -0.78313
C 3.00352 5.46831 -2.17527
C 3.59343 4.43552 -2.87394
C 4.08861 3.31371 -2.20509
C 4.04939 3.29666 -0.80291
C 3.48779 4.33747 -0.10711
N 4.67133 2.31998 -2.97033
N 4.69110 1.11530 -2.68532
C 3.93556 0.47480 -1.75005
C 4.54365 -0.56464 -1.03527
C 3.90267 -1.23716 -0.01639
C 2.58358 -0.90122 0.33157
O 1.85379 -1.44964 1.25634
C 1.94849 0.13155 -0.41058
N 0.68329 0.40613 0.01924
C 0.00358 1.35484 -0.64093
C 0.47340 1.93198 -1.80610
C 1.74159 1.62752 -2.27265
C 2.55959 0.78320 -1.50092
H 1.49564 8.18625 0.15001
H 1.07972 7.33863 -1.35680
H 2.69197 8.07650 -1.16879
H 2.61280 6.30949 -2.72404
H 3.64429 4.45681 -3.95246
H 4.48769 2.46773 -0.26694
H 3.46323 4.32647 0.97091
H 5.57198 -0.78276 -1.28132
H 4.41209 -2.01691 0.52455
H -0.95740 1.62010 -0.21919
H -0.15740 2.62004 -2.34763
H 2.08575 2.02503 -3.21313
N 0.19134 -0.56271 3.83754
C -0.89159 0.20390 4.45919
C -1.44715 1.26410 3.49884
C -2.33415 0.59900 2.42863
O -3.55907 0.60704 2.49856
O -1.70128 0.04220 1.47212
H 0.33828 -1.44168 4.32642
H 1.06503 -0.04149 3.89400
H -0.54403 0.69635 5.37852
H -1.69896 -0.48537 4.72797
H -0.62317 1.77097 2.98366
H -2.02683 1.99815 4.05928
N -1.61727 -4.53548 2.68843
C -1.52923 -3.18050 2.78141
N -0.80773 -2.65414 1.82073
C -0.40729 -3.70854 1.03215
C 0.33846 -3.72685 -0.14002
C 0.66098 -4.95728 -0.67356
C 0.24007 -6.14727 -0.07610
C -0.56326 -6.14736 1.04736
C -0.88365 -4.91178 1.59215
H -2.10097 -5.14902 3.32138
H -2.01543 -2.62429 3.55934
H 0.65428 -2.80077 -0.59715
H 1.26597 -5.00411 -1.56490
H 0.54564 -7.08569 -0.51182
H -0.90649 -7.06749 1.49072
N -5.17371 -1.55199 -2.04329
C -3.86123 -1.37147 -2.72271
C -2.77802 -2.03651 -1.84525
N -2.78016 -1.57405 -0.49213
C -4.06327 -1.56002 0.15333
C -5.16413 -0.90450 -0.69636
H -5.33227 -2.55955 -1.90950
H -5.93626 -1.17938 -2.61946
H -3.67890 -0.30009 -2.82334
H -3.89608 -1.82476 -3.71508
H -1.80070 -1.84738 -2.28799
H -2.94316 -3.12135 -1.85047
H -2.27120 -0.71506 -0.33369
H -3.97555 -0.99324 1.08729
H -4.36140 -2.58721 0.39173
H -4.96739 0.15885 -0.83539
H -6.14037 -1.02763 -0.22553
*
```